Molecular formula: C34H45BrCaN6O2S2
Method: DFT, ωB97M-V/def2-TZVPD

Element x y z (Å)
Ca1 -0.79 0.28 0.65
N1 -1.65 1.62 -1.38
C1 -1.17 3.02 -1.40
C2 0.13 3.18 -0.62
N2 0.11 2.66 0.76
C3 1.50 2.62 1.27
C4 1.69 1.62 2.40
N3 1.38 0.25 1.97
C5 -0.71 3.49 1.67
C6 -2.19 3.14 1.72
N4 -2.39 1.72 2.00
H1 -1.12 1.07 -2.05
H2 -2.61 1.60 -1.70
H3 -1.96 3.66 -0.99
H4 -0.98 3.38 -2.41
H5 0.42 4.24 -0.64
H6 0.90 2.62 -1.15
H7 1.82 3.61 1.61
H8 2.15 2.34 0.44
H9 1.05 1.86 3.24
H10 2.72 1.72 2.76
H11 1.49 -0.38 2.76
H12 2.04 -0.04 1.25
H13 -0.60 4.55 1.43
H14 -0.31 3.36 2.68
H15 -2.70 3.37 0.79
H16 -2.65 3.79 2.48
H17 -3.38 1.49 1.98
H18 -2.06 1.46 2.93
O1 1.58 0.27 -1.02
S1 2.96 0.56 -1.58
C7 3.60 -0.98 -2.28
C8 2.81 -1.66 -3.39
C9 1.36 -2.03 -3.06
C10 1.23 -2.90 -1.82
S2 -0.43 -2.86 -1.10
O2 -0.77 -1.39 -0.99
C11 -1.38 -3.47 -2.48
C12 -2.05 -2.59 -3.31
C13 -2.77 -3.10 -4.38
C14 -2.81 -4.47 -4.60
C15 -2.14 -5.34 -3.75
C16 -1.42 -4.85 -2.68
C17 2.73 1.48 -3.09
C18 3.83 2.17 -3.59
C19 3.69 2.89 -4.77
C20 2.47 2.93 -5.42
C21 1.37 2.25 -4.90
C22 1.50 1.52 -3.73
H19 3.75 -1.62 -1.40
H20 4.60 -0.70 -2.63
H21 3.37 -2.56 -3.66
H22 2.81 -1.03 -4.27
H23 0.93 -2.55 -3.92
H24 0.78 -1.13 -2.90
H25 1.85 -2.54 -1.00
H26 1.46 -3.95 -1.99
H27 -2.00 -1.53 -3.12
H28 -3.30 -2.43 -5.04
H29 -3.37 -4.86 -5.44
H30 -2.18 -6.41 -3.92
H31 -0.91 -5.52 -2.00
H32 4.78 2.16 -3.06
H33 4.54 3.44 -5.17
H34 2.36 3.50 -6.34
H35 0.42 2.28 -5.42
H36 0.67 0.97 -3.31
Br1 2.57 2.53 8.12
C23 1.46 1.66 6.87
C24 0.29 2.26 6.45
C25 -0.51 1.64 5.50
C26 -0.15 0.39 5.00
C27 1.02 -0.22 5.44
C28 1.83 0.42 6.37
N5 -0.97 -0.20 4.00
C29 -1.30 -1.41 4.12
C30 -2.11 -2.12 3.11
C31 -2.82 -3.24 3.51
C32 -3.66 -3.87 2.61
C33 -3.76 -3.35 1.33
C34 -2.98 -2.24 1.01
N6 -2.16 -1.63 1.86
H37 0.00 3.22 6.85
H38 -1.43 2.10 5.18
H39 1.32 -1.18 5.04
H40 2.75 -0.05 6.70
H41 -1.06 -1.98 5.03
H42 -2.73 -3.61 4.53
H43 -4.24 -4.74 2.90
H44 -4.40 -3.79 0.58
H45 -3.01 -1.84 0.00

Values from the calculation:
E_LUMO, hartree: -0.187
Multiplicity: 1
E_HOMO, eV: -12.91
Total charge: +2
Maximum force, eV Å⁻¹: 0.185
E_tot, a.u.: -5849.29774

Atom charges from the Mulliken analysis, given in e for atoms 1 to 6:
1 Ca 2.05
2 N -0.40
3 C -1.10
4 C -0.30
5 N 1.14
6 C -0.82